(1)
Entry from the OMol25 dataset: a 13-piece molecular cluster, C25H72F3O15S13 overall in a non-equilibrium geometry (ωB97M-V/def2-TZVPD).

Atoms and positions in Å:
S  3.008  5.335  2.142
S  -1.418  -1.785  -5.609
S  2.487  -1.206  3.858
S  -2.492  2.357  4.488
S  -4.215  -3.512  1.575
S  2.139  2.550  -3.875
S  -3.027  3.143  -3.478
S  0.066  0.736  0.949
S  5.781  1.529  2.487
S  -0.930  -5.149  1.018
S  -3.552  1.113  -0.216
S  4.262  -1.629  -2.496
S  -2.747  -3.094  -2.304
F  2.321  0.146  -0.189
F  1.105  -1.535  -0.053
F  0.604  -0.043  -1.596
O  -2.968  -1.934  -5.344
O  -4.457  1.061  -1.413
O  -3.905  2.443  3.894
O  -2.875  -4.218  -1.252
O  4.700  -2.600  -3.605
O  3.472  1.776  -3.967
O  -2.796  4.498  -4.194
O  6.890  1.174  1.495
O  -5.439  -2.675  1.442
O  -1.054  -0.159  1.204
O  3.700  4.052  2.578
O  -1.448  -5.434  2.427
O  3.269  -2.248  3.013
O  0.883  0.940  2.101
O  -0.165  1.916  0.089
C  -0.831  -0.487  -4.507
C  0.065  -6.583  0.708
C  1.332  4.790  2.128
C  -1.423  3.091  3.367
C  -3.587  2.072  -4.778
C  -1.430  -0.646  -6.988
C  2.850  -1.573  5.559
C  3.004  5.462  0.405
C  -4.173  -2.064  -2.300
C  4.010  -2.540  -0.965
C  -3.184  -2.635  2.777
C  1.962  2.898  -2.159
C  -1.932  -1.872  -1.308
C  -4.675  0.590  1.065
C  5.649  0.158  3.577
C  5.579  -0.665  -2.056
C  -2.079  0.635  4.167
C  1.057  -0.274  -0.315
C  0.830  -1.715  3.768
C  2.393  4.269  -4.308
C  -3.433  2.834  0.145
C  -1.451  2.565  -3.074
C  0.319  -3.926  1.232
C  -4.730  -4.933  2.554
C  4.345  0.972  1.678
H  -4.830  -2.481  -3.004
H  1.631  2.022  -1.638
H  -1.738  -0.008  -4.186
H  -2.421  3.000  -0.315
H  4.122  1.731  0.919
H  0.755  -2.780  3.860
H  -2.609  -1.678  -0.459
H  4.120  -1.899  -0.079
H  -2.593  -0.081  4.712
H  0.823  -4.267  2.174
H  -4.667  -1.881  -1.329
H  0.757  5.210  1.330
H  1.008  -3.958  0.352
H  4.073  5.810  0.075
H  3.795  -1.231  5.776
H  -1.541  1.616  -2.453
H  2.448  4.409  -5.425
H  -2.414  0.305  3.197
H  6.372  -1.396  -2.286
H  6.627  0.013  3.995
H  -5.655  1.050  0.922
H  -0.246  -0.780  -3.621
H  2.984  4.430  -0.001
H  -1.074  0.420  4.342
H  -4.714  -0.441  1.165
H  3.144  -3.275  -0.954
H  1.551  4.904  -3.951
H  -5.297  -5.309  1.674
H  -1.465  -0.947  -7.986
H  1.334  3.743  1.794
H  0.164  -1.225  4.490
H  -4.281  3.336  -0.191
H  -2.898  -1.662  2.357
H  0.674  -6.887  1.525
H  -0.150  0.215  -4.953
H  -3.527  3.012  1.172
H  4.366  -0.019  1.196
H  -3.816  -2.453  3.707
H  5.471  -0.788  3.058
H  2.747  -2.640  5.672
H  -0.432  -0.136  -7.046
H  -1.389  2.744  2.360
H  5.817  0.294  -2.598
H  0.439  -1.386  2.733
H  -1.890  -1.032  -1.918
H  -0.041  -2.884  1.341
H  -4.338  0.855  2.096
H  -1.097  2.357  -4.052
H  5.659  -0.590  -0.992
H  2.129  6.045  -0.001
H  5.092  0.333  4.444
H  2.235  -1.034  6.327
H  2.889  3.211  -1.715
H  -4.013  -5.572  2.901
H  -0.926  -2.214  -0.936
H  0.555  -6.430  -0.208
H  -5.254  -4.556  3.456
H  0.804  4.930  3.079
H  4.817  -3.249  -1.111
H  -4.652  2.310  -4.936
H  -3.106  2.181  -5.810
H  3.411  0.966  2.258
H  -3.712  1.083  -4.437
H  -2.279  -0.002  -6.818
H  -0.896  3.226  -2.459
H  -0.755  -7.332  0.657
H  -0.458  2.734  3.665
H  3.398  4.498  -3.912
H  -4.004  -1.096  -2.709
H  -2.282  -3.241  3.024
H  -1.717  4.119  3.382
H  1.300  3.763  -2.241

Output
E in eV: -206804.0020
HOMO in eV: -6.280
Total charge: -1
Frontier orbital gap in eV: 8.0
Energy relative to the best compared isomer or geometry (same formula, charge and spin) in kJ/mol: 234.6
2S+1: 1

=====

(2)
Entry from the OMol25 dataset: a 11-piece molecular cluster, C25H74NO11S10 overall in a non-equilibrium geometry (ωB97M-V/def2-TZVPD).

Atoms and positions in Å:
S  24.691  2.362  3.707
S  20.661  1.145  -2.924
S  26.274  6.930  -3.368
S  23.549  7.640  4.791
S  16.883  7.972  -0.628
S  14.766  3.196  0.957
S  17.370  5.856  4.906
S  27.463  2.303  -3.013
S  17.946  11.725  1.902
S  21.274  9.517  -3.194
O  28.447  3.445  -3.252
O  23.300  2.975  3.429
O  13.899  2.441  -0.098
O  16.808  6.476  -0.301
O  16.631  10.978  2.093
O  18.872  5.792  5.044
O  23.332  7.699  3.309
O  25.053  5.986  -3.179
O  20.387  8.975  -2.090
O  20.577  2.706  -2.925
O  24.430  5.189  -0.098
N  20.744  5.346  0.992
C  24.551  0.853  2.743
C  21.985  4.924  0.103
C  19.661  4.638  0.304
C  22.494  8.182  -3.174
C  16.334  3.232  0.165
C  18.117  11.631  0.147
C  16.865  4.847  3.526
C  26.276  2.785  -1.800
C  25.693  3.238  2.543
C  22.487  8.923  5.500
C  25.844  8.613  -4.008
C  26.481  1.976  -4.366
C  20.321  6.707  1.292
C  16.274  8.197  -2.316
C  23.268  5.694  0.624
C  20.311  8.910  -4.628
C  15.031  1.786  2.040
C  27.057  6.353  -4.828
C  20.883  4.658  2.300
C  16.918  7.507  4.355
C  22.893  6.138  5.279
C  15.406  8.727  0.038
C  21.746  0.846  -1.550
C  19.060  10.413  2.167
C  21.796  0.637  -4.205
H  21.664  5.155  2.921
H  25.593  2.177  -1.564
H  24.209  5.496  -1.025
H  20.812  7.266  1.932
H  18.706  4.625  0.594
H  25.162  2.924  1.651
H  23.513  5.512  1.722
H  16.811  7.813  -2.943
H  23.885  0.225  3.532
H  15.922  1.840  2.594
H  26.207  6.219  -5.572
H  24.342  1.089  1.716
H  16.010  7.282  3.926
H  17.094  8.167  5.325
H  16.630  4.262  -0.556
H  18.084  10.754  -0.054
H  23.286  6.671  0.258
H  27.841  6.944  -5.168
H  19.439  9.698  -4.772
H  15.836  5.298  3.326
H  26.511  9.337  -4.328
H  14.737  7.933  -0.208
H  25.366  9.301  -3.253
H  16.991  3.746  3.888
H  23.039  9.679  4.910
H  15.162  9.513  -0.605
H  27.474  5.240  -4.716
H  21.842  6.157  4.877
H  25.691  4.104  2.760
H  22.881  6.010  6.319
H  18.995  12.083  -0.242
H  19.387  6.544  1.841
H  19.891  3.575  0.081
H  17.105  2.925  0.826
H  21.908  -0.408  -4.176
H  17.570  5.036  2.730
H  26.670  2.988  -0.883
H  16.366  9.212  -2.493
H  21.418  8.602  5.202
H  22.613  1.442  -1.616
H  25.833  1.230  -4.024
H  20.094  7.336  0.440
H  21.450  3.738  2.317
H  18.557  9.409  1.862
H  15.421  7.653  -2.240
H  23.573  5.479  4.802
H  25.714  3.711  -2.164
H  19.668  5.274  -0.516
H  17.838  7.602  3.727
H  21.634  5.207  -0.961
H  15.693  8.868  0.968
H  22.200  3.837  -0.046
H  22.916  7.862  -4.213
H  23.197  8.415  -2.416
H  25.364  0.112  2.828
H  17.216  12.158  -0.372
H  20.623  8.844  -5.779
H  15.098  0.997  1.393
H  21.336  1.132  -0.667
H  26.941  1.651  -5.094
H  16.278  2.304  -0.649
H  20.188  4.518  2.964
H  26.432  2.510  2.278
H  25.888  2.861  -4.446
H  22.982  1.104  -3.864
H  14.399  1.891  2.792
H  21.901  7.295  -2.907
H  25.141  8.262  -4.721
H  22.011  -0.118  -1.643
H  19.148  10.402  3.270
H  19.857  10.738  1.601
H  22.549  8.980  6.721
H  21.454  1.042  -5.096
H  19.976  7.926  -4.236

Output
E in eV: -159459.7544
HOMO in eV: -10.357
Total charge: +1
Frontier orbital gap in eV: 8.7
Energy relative to the best compared isomer or geometry (same formula, charge and spin) in kJ/mol: 352.2
2S+1: 1